Version a
This record from the OMol25 dataset describes 2 unconnected molecules or ions with the total composition C4H12. The level of theory is ωB97M-V/def2-TZVPD.

Cartesian coordinates (Å):
C1 -0.91 2.28 1.70
H1 -1.33 2.96 0.98
H2 -0.61 1.34 1.26
H3 -1.68 2.10 2.46
H4 -0.06 2.69 2.25
C2 1.25 -0.63 -1.66
C3 0.46 -0.53 -0.32
C4 -0.43 -1.75 -0.17
H5 1.47 -1.69 -1.85
H6 2.19 -0.08 -1.60
H7 0.65 -0.27 -2.49
H8 -0.14 0.36 -0.41
H9 1.21 -0.55 0.46
H10 -1.25 -1.63 0.55
H11 -0.97 -1.93 -1.12
H12 0.14 -2.67 -0.05

## Properties
- charge = -1
- multiplicity = 2
- molecular weight (Da) = 60.1
- Kohn-Sham gap (spin up / spin down) (eV) = 2.81 / 12.14

Here are the Löwdin charges for atoms 1 to 8, given in e: -0.300, -0.019, -0.032, -0.021, -0.009, -0.254, -0.418, -0.300

***

Version b
This record from the OMol25 dataset describes 2 unconnected molecules or ions with the total composition C4H12. The level of theory is ωB97M-V/def2-TZVPD.

Cartesian coordinates (Å):
C1 1.47 -0.90 1.73
C2 2.12 -1.16 0.39
H1 2.25 -0.85 2.51
H2 1.06 0.11 1.80
H3 0.78 -1.65 2.10
H4 1.39 -1.27 -0.41
H5 2.63 -2.13 0.39
H6 2.81 -0.36 0.13
C3 -1.26 0.55 -0.80
C4 -2.32 1.52 -1.34
H7 -0.26 0.65 -1.23
H8 -1.07 0.75 0.26
H9 -1.65 -0.46 -0.88
H10 -3.30 1.18 -1.01
H11 -2.36 1.36 -2.42
H12 -2.19 2.53 -0.96

## Properties
- charge = -1
- multiplicity = 2
- molecular weight (Da) = 60.1
- Kohn-Sham gap (spin up / spin down) (eV) = 2.72 / 12.00

Here are the Löwdin charges for atoms 1 to 8, given in e: -0.301, -0.286, 0.041, 0.025, 0.035, 0.032, 0.043, 0.039

***

Version c
This record from the OMol25 dataset describes 2 unconnected molecules or ions with the total composition C4H12. The level of theory is ωB97M-V/def2-TZVPD.

Cartesian coordinates (Å):
C1 0.93 1.05 -0.78
C2 2.05 0.72 -1.84
H1 0.18 0.33 -0.83
H2 1.34 1.12 0.25
H3 0.45 2.00 -0.93
H4 1.78 -0.20 -2.36
H5 3.07 0.74 -1.47
H6 2.08 1.42 -2.68
C3 -1.42 -0.15 1.52
C4 -1.59 -1.57 1.03
H7 -0.44 0.37 1.35
H8 -2.16 0.62 1.26
H9 -1.65 -0.34 2.62
H10 -2.07 -2.11 1.83
H11 -0.73 -2.29 1.05
H12 -1.82 -1.71 -0.03

## Properties
- charge = -1
- multiplicity = 2
- molecular weight (Da) = 60.1
- Kohn-Sham gap (spin up / spin down) (eV) = 2.66 / 11.34

Here are the Löwdin charges for atoms 1 to 8, given in e: -0.270, -0.272, 0.000, 0.048, 0.029, 0.023, 0.036, 0.035

***

Least stable: version c

***

Version a
This record from the OMol25 dataset describes a molecular structure, C27H44LaN3OP3. The level of theory is ωB97M-V/def2-TZVPD.

Cartesian coordinates (Å):
La1 -0.24 0.65 -0.21
P1 -1.80 -1.93 -0.18
P2 1.63 -1.15 1.33
P3 1.48 -1.63 -2.03
H1 -0.56 6.13 -7.70
C1 -0.63 5.23 -8.31
C2 -1.82 4.68 -8.62
H2 -2.76 5.12 -8.27
C3 -3.49 -1.46 0.36
C4 -1.47 -3.40 0.86
C5 -2.26 -2.66 -1.78
C6 3.19 -0.20 1.52
C7 1.18 -0.98 3.10
C8 2.13 -2.91 1.52
C9 1.00 -1.60 -3.80
C10 1.72 -3.45 -1.94
C11 3.24 -1.13 -2.24
H3 0.30 4.81 -8.70
H4 -1.89 3.81 -9.27
H5 -3.79 -0.50 -0.09
H6 -3.52 -1.36 1.45
H7 -4.18 -2.26 0.06
H8 -1.18 -3.09 1.87
H9 -0.65 -3.99 0.44
H10 -2.38 -4.02 0.93
H11 -2.62 -1.84 -2.42
H12 -3.07 -3.39 -1.62
H13 -1.40 -3.14 -2.26
H14 3.70 -0.47 2.45
H15 2.95 0.87 1.54
H16 3.84 -0.38 0.65
H17 2.01 -1.41 3.68
H18 0.24 -1.50 3.34
H19 1.05 0.08 3.35
H20 3.21 -2.95 1.73
H21 1.90 -3.51 0.64
H22 1.58 -3.33 2.38
H23 1.49 -2.43 -4.32
H24 1.29 -0.65 -4.25
H25 -0.09 -1.70 -3.89
H26 1.91 -3.85 -2.94
H27 0.82 -3.93 -1.54
H28 2.58 -3.71 -1.30
H29 3.64 -1.55 -3.18
H30 3.84 -1.47 -1.40
H31 3.28 -0.04 -2.28
C12 -0.68 1.40 -3.41
C13 0.51 2.19 -3.32
C14 0.90 2.99 -4.38
C15 0.17 2.95 -5.58
C16 -0.92 2.08 -5.73
C17 -1.32 1.27 -4.67
O1 -1.17 0.83 -2.32
H32 1.69 1.00 -0.62
H33 1.08 2.20 -2.38
H34 1.78 3.63 -4.27
H35 0.45 3.61 -6.41
H36 -1.45 2.04 -6.68
H37 -2.13 0.56 -4.77
N1 0.64 0.76 10.82
C18 0.26 0.80 9.72
C19 -0.17 0.87 8.35
C20 -1.37 1.51 8.00
C21 -1.69 1.68 6.66
C22 -0.79 1.30 5.68
C23 0.37 0.58 6.01
C24 0.65 0.32 7.35
N2 -1.21 1.52 4.33
C25 -1.94 0.53 3.66
C26 -1.50 0.52 2.38
N3 -0.63 1.60 2.17
C27 -0.49 2.18 3.38
H38 -2.06 1.85 8.78
H39 -2.61 2.15 6.33
H40 1.06 0.21 5.25
H41 1.51 -0.31 7.62
H42 -2.61 -0.14 4.15
H43 -1.78 -0.16 1.59
H44 0.04 3.09 3.64

## Properties
- charge = +3
- multiplicity = 1
- molecular weight (Da) = 658.5
- Kohn-Sham gap (spin up / spin down) (eV) = 2.77 / 4.32

Here are the Löwdin charges for atoms 1 to 8, given in e: 1.567, 0.680, 0.713, 0.844, 0.057, -0.099, -0.072, 0.058

***

Version b
This record from the OMol25 dataset describes a molecular structure, C27H44LaN3OP3. The level of theory is ωB97M-V/def2-TZVPD.

Cartesian coordinates (Å):
La1 -1.59 1.41 -1.05
P1 -1.99 -1.64 -0.57
P2 1.42 -1.27 1.14
P3 2.03 -2.13 -2.96
H1 -1.53 4.21 -1.15
C1 -1.69 3.53 -2.02
C2 -2.92 2.90 -2.27
H2 -3.77 2.99 -1.57
C3 -3.68 -1.41 0.13
C4 -1.46 -3.03 0.52
C5 -2.42 -2.61 -2.07
C6 2.65 0.10 1.22
C7 0.71 -1.04 2.84
C8 2.59 -2.67 1.47
C9 0.93 -1.97 -4.38
C10 1.86 -3.82 -2.32
C11 3.62 -1.29 -2.88
H3 -0.92 3.63 -2.81
H4 -3.21 2.58 -3.30
H5 -4.29 -0.75 -0.50
H6 -3.62 -0.98 1.14
H7 -4.14 -2.40 0.18
H8 -1.21 -2.65 1.52
H9 -0.59 -3.54 0.10
H10 -2.30 -3.74 0.61
H11 -2.75 -1.94 -2.87
H12 -3.22 -3.32 -1.84
H13 -1.54 -3.17 -2.42
H14 3.61 -0.31 1.56
H15 2.29 0.87 1.92
H16 2.77 0.55 0.23
H17 0.84 -1.95 3.43
H18 -0.36 -0.80 2.77
H19 1.20 -0.20 3.36
H20 3.63 -2.33 1.37
H21 2.44 -3.48 0.75
H22 2.44 -3.07 2.49
H23 0.90 -2.89 -4.98
H24 1.23 -1.13 -5.01
H25 -0.08 -1.77 -3.98
H26 1.79 -4.52 -3.17
H27 0.95 -3.95 -1.72
H28 2.72 -4.13 -1.71
H29 4.19 -1.49 -3.79
H30 4.19 -1.63 -2.00
H31 3.44 -0.21 -2.78
C12 0.76 1.41 -3.53
C13 2.03 2.06 -3.67
C14 2.45 2.53 -4.91
C15 1.60 2.44 -6.02
C16 0.29 1.96 -5.87
C17 -0.13 1.43 -4.65
O1 0.49 0.73 -2.42
H32 1.38 -1.39 -1.97
H33 2.64 2.13 -2.77
H34 3.45 2.97 -5.00
H35 1.96 2.75 -7.01
H36 -0.40 2.02 -6.71
H37 -1.13 0.98 -4.56
N1 0.73 1.12 9.77
C18 0.29 1.24 8.69
C19 -0.19 1.42 7.35
C20 -1.54 1.22 7.01
C21 -1.97 1.41 5.70
C22 -1.05 1.81 4.72
C23 0.31 1.98 5.04
C24 0.72 1.83 6.36
N2 -1.46 1.98 3.37
C25 -2.73 1.73 2.83
C26 -2.63 1.88 1.48
N3 -1.30 2.19 1.15
C27 -0.64 2.30 2.33
H38 -2.24 0.91 7.78
H39 -3.02 1.24 5.44
H40 1.04 2.21 4.27
H41 1.75 2.03 6.63
H42 -3.58 1.41 3.42
H43 -3.41 1.89 0.71
H44 0.37 2.68 2.42

## Properties
- charge = +3
- multiplicity = 1
- molecular weight (Da) = 658.5
- Kohn-Sham gap (spin up / spin down) (eV) = 3.86 / 3.86

Here are the Löwdin charges for atoms 1 to 8, given in e: 1.953, 0.688, 0.799, 0.926, 0.117, -0.173, -0.209, 0.098

***

Least stable: version a

***

Version a
This record from the OMol25 dataset describes a single C5H7Cl molecule. The level of theory is ωB97M-V/def2-TZVPD.

Cartesian coordinates (Å):
C1 0.57 -1.76 1.07
C2 0.29 -0.86 0.14
C3 0.50 -0.46 -1.25
C4 -0.65 0.13 -0.42
C5 -0.50 1.84 0.39
Cl1 -2.23 -0.36 -0.85
H1 -0.03 -1.62 2.04
H2 1.56 -2.17 1.17
H3 1.40 0.14 -1.48
H4 0.30 -1.02 -2.29
H5 -1.38 1.74 1.02
H6 -0.37 2.60 -0.43
H7 0.54 1.80 0.89

## Properties
- multiplicity = 1
- molecular weight (Da) = 102.6
- structure (SMILES) = C=C1C[C@@]1(C)Cl
- Kohn-Sham gap (eV) = 10.51

Here are the Löwdin charges for atoms 1 to 8, given in e: 0.055, -0.367, -0.140, -0.769, 0.019, 0.656, 0.092, 0.051

***

Version b
This record from the OMol25 dataset describes a single C5H7Cl molecule. The level of theory is ωB97M-V/def2-TZVPD.

Cartesian coordinates (Å):
C1 -1.36 0.05 -0.10
C2 0.11 0.42 0.18
C3 1.03 -0.68 0.68
C4 2.30 -0.10 0.04
Cl1 3.71 -1.08 -0.27
C5 1.05 -0.23 -0.74
H1 -1.65 -1.03 -0.21
H2 -1.70 0.36 -1.11
H3 -2.04 0.61 0.52
H4 0.26 1.39 0.51
H5 0.95 -1.67 0.98
H6 2.53 0.96 0.34
H7 0.85 -0.77 -1.57

## Properties
- multiplicity = 1
- molecular weight (Da) = 102.6
- structure (SMILES) = C[C@H]1[C@@H]2[C@@H](Cl)[C@H]12
- Kohn-Sham gap (eV) = 10.83

Here are the Löwdin charges for atoms 1 to 8, given in e: -0.058, -0.239, -0.115, -0.652, 0.614, -0.210, 0.096, 0.072

***

Version c
This record from the OMol25 dataset describes a molecular structure, C5H7Cl. The level of theory is ωB97M-V/def2-TZVPD.

Cartesian coordinates (Å):
C1 -0.02 -1.31 0.25
C2 0.44 0.19 0.17
C3 0.39 0.55 -1.44
C4 -0.50 0.83 0.87
C5 -1.63 1.11 1.48
H1 0.92 -2.01 0.23
H2 -0.64 -1.28 1.42
H3 -0.77 -1.51 -0.88
H4 1.24 -0.28 -1.65
H5 -0.55 0.16 -1.67
H6 0.86 1.67 -1.60
H7 -2.10 1.48 2.40
Cl1 2.35 0.41 0.41

## Properties
- multiplicity = 1
- molecular weight (Da) = 102.6
- Kohn-Sham gap (eV) = 9.28

Here are the Löwdin charges for atoms 1 to 8, given in e: -0.114, -0.877, -0.116, -0.218, 0.154, 0.075, 0.157, 0.176

***

Version d
This record from the OMol25 dataset describes 2 unconnected molecules or ions with the total composition C5H7Cl. The level of theory is ωB97M-V/def2-TZVPD.

Cartesian coordinates (Å):
C1 1.58 -0.06 -1.18
C2 1.24 0.43 -0.03
C3 1.03 -0.10 1.37
Cl1 0.92 2.12 -0.05
H1 1.62 0.50 -2.02
H2 1.92 -1.14 -1.26
H3 1.77 -0.88 1.56
H4 1.08 0.70 2.10
H5 0.00 -0.52 1.37
C4 -3.36 -0.54 -0.43
C5 -2.28 0.01 -0.42
H6 -4.15 -1.07 -0.80
H7 -1.37 0.56 -0.22

## Properties
- multiplicity = 1
- molecular weight (Da) = 102.6
- structure (SMILES) = C=C(C)Cl.C#C
- Kohn-Sham gap (eV) = 10.66

Here are the Löwdin charges for atoms 1 to 8, given in e: -0.051, -0.826, -0.119, 0.667, 0.017, 0.103, 0.080, 0.058

***

Least stable: version c

***

Version a
This record from the OMol25 dataset describes a single C5H7Cl molecule. The level of theory is ωB97M-V/def2-TZVPD.

Cartesian coordinates (Å):
C1 1.21 0.19 1.07
C2 0.31 -0.22 0.17
C3 0.41 -1.58 -0.54
C4 -1.01 0.44 -0.13
C5 -1.03 1.70 -0.59
Cl1 -2.43 -0.41 0.40
H1 2.15 -0.23 1.14
H2 1.17 0.96 1.84
H3 -0.57 -2.02 -0.16
H4 1.48 -1.91 -0.26
H5 0.29 -1.42 -1.56
H6 -1.93 2.34 -0.59
H7 -0.05 2.17 -0.79

## Properties
- multiplicity = 1
- molecular weight (Da) = 102.6
- structure (SMILES) = C=C(C)C(=C)Cl
- Kohn-Sham gap (eV) = 10.41

Here are the Löwdin charges for atoms 1 to 8, given in e: 0.058, -0.405, -0.060, -0.724, -0.002, 0.672, 0.027, 0.072

***

Version b
This record from the OMol25 dataset describes a single C5H7Cl molecule. The level of theory is ωB97M-V/def2-TZVPD.

Cartesian coordinates (Å):
C1 -1.14 -1.78 -0.13
C2 0.13 -1.52 0.10
C3 0.92 0.03 -0.06
Cl1 2.61 -0.23 0.26
C4 0.21 1.26 0.46
C5 0.21 0.94 -1.04
H1 -1.46 -2.75 -0.20
H2 -1.75 -0.98 -0.36
H3 0.84 -2.46 0.33
H4 0.85 2.07 0.80
H5 -0.73 1.06 1.02
H6 -0.53 0.39 -1.55
H7 0.69 1.91 -1.57

## Properties
- multiplicity = 1
- molecular weight (Da) = 102.6
- structure (SMILES) = C=CC1(Cl)CC1
- Kohn-Sham gap (eV) = 10.89

Here are the Löwdin charges for atoms 1 to 8, given in e: -0.023, -0.105, -0.807, 0.625, -0.154, -0.132, 0.027, 0.032

***

Least stable: version b

***

Version a
This record from the OMol25 dataset describes 2 unconnected molecules or ions with the total composition C2H9OS. The level of theory is ωB97M-V/def2-TZVPD.

Cartesian coordinates (Å):
O1 1.14 -0.02 2.80
H1 0.83 -0.88 3.23
H2 1.59 0.47 3.42
H3 0.39 0.02 1.30
C1 0.58 1.00 -1.13
S1 -0.29 -0.24 0.01
C2 -1.39 -0.92 -1.18
H4 0.98 0.48 -2.01
H5 -0.23 1.57 -1.53
H6 1.32 1.61 -0.67
H7 -2.44 -0.79 -0.74
H8 -1.22 -1.96 -1.37
H9 -1.26 -0.33 -2.13

## Properties
- charge = +1
- multiplicity = 1
- molecular weight (Da) = 81.2
- Kohn-Sham gap (eV) = 9.53

Here are the Löwdin charges for atoms 1 to 8, given in e: -0.024, 0.139, 0.032, 0.057, -0.230, 0.958, -0.309, 0.068

***

Version b
This record from the OMol25 dataset describes 2 unconnected molecules or ions with the total composition C2H9OS. The level of theory is ωB97M-V/def2-TZVPD.

Cartesian coordinates (Å):
O1 0.47 1.93 2.10
H1 0.71 2.86 2.03
H2 -0.22 1.93 2.79
H3 -1.38 -0.67 -1.86
C1 0.82 0.22 -1.49
S1 -0.84 -0.12 -0.75
C2 -0.77 -1.58 0.28
H4 0.78 0.19 -2.57
H5 0.99 1.23 -1.15
H6 1.55 -0.45 -1.05
H7 0.01 -1.39 1.03
H8 -0.40 -2.49 -0.19
H9 -1.71 -1.65 0.84

## Properties
- charge = +1
- multiplicity = 1
- molecular weight (Da) = 81.2
- Kohn-Sham gap (eV) = 11.31

Here are the Löwdin charges for atoms 1 to 8, given in e: -0.072, 0.039, 0.050, 0.020, -0.220, 1.068, -0.287, 0.066

***

Version c
This record from the OMol25 dataset describes 3 unconnected molecules or ions with the total composition C2H9OS. The level of theory is ωB97M-V/def2-TZVPD.

Cartesian coordinates (Å):
O1 0.05 1.74 -0.63
H1 0.94 2.00 -0.91
H2 3.81 1.19 -1.51
H3 -0.48 1.78 -1.43
C1 -1.36 -1.95 0.39
C2 -0.60 -0.91 1.09
S1 -1.36 0.40 1.74
H4 -0.74 -2.76 0.03
H5 -2.21 -2.36 0.95
H6 -1.80 -1.49 -0.50
H7 3.73 1.93 -1.55
H8 0.48 -0.89 1.05
H9 -0.46 1.32 1.28

## Properties
- charge = +1
- multiplicity = 1
- molecular weight (Da) = 81.2
- Kohn-Sham gap (eV) = 9.55

Here are the Löwdin charges for atoms 1 to 8, given in e: -0.079, 0.049, 0.014, 0.067, -0.100, -0.404, 1.056, 0.101

***

Least stable: version a

***

Version a
This record from the OMol25 dataset describes 6 unconnected molecules or ions with the total composition C4H23N2O6. The level of theory is ωB97M-V/def2-TZVPD.

Cartesian coordinates (Å):
C1 0.04 0.72 1.73
O1 -0.08 2.04 1.14
C2 -0.01 -0.24 0.48
C3 0.55 -1.61 0.90
C4 -0.45 -2.73 0.77
N1 -1.58 -2.38 -0.15
N2 0.94 0.25 -0.57
H1 1.05 0.64 2.13
H2 -0.63 0.43 2.51
H3 -0.83 2.56 1.66
H4 -1.04 -0.29 0.06
H5 1.51 -1.82 0.31
H6 1.05 -1.76 1.88
H7 0.11 -3.64 0.34
H8 -0.79 -2.99 1.91
H9 -2.28 -2.98 -0.59
H10 -2.13 -1.58 0.22
H11 0.82 0.04 -1.52
H12 2.00 0.29 -0.36
H13 0.67 1.28 -0.64
H14 -1.86 2.39 -1.72
H15 -1.04 3.29 -0.59
O2 -1.15 2.43 -1.06
H16 0.56 2.08 -2.17
H17 1.96 2.03 -3.10
O3 1.53 1.91 -2.34
H18 0.38 -1.69 -2.66
H19 -0.53 -1.83 -1.50
O4 -0.40 -1.21 -2.35
H20 3.52 0.44 1.73
H21 2.97 1.91 0.92
O5 3.08 0.91 0.97
H22 -2.71 0.42 1.32
H23 -2.33 0.64 -0.12
O6 -2.91 0.04 0.42

## Properties
- charge = +1
- multiplicity = 1
- molecular weight (Da) = 195.2
- Kohn-Sham gap (eV) = 9.42

Here are the Löwdin charges for atoms 1 to 8, given in e: -0.162, -0.134, -0.271, -0.178, -0.242, -0.031, 0.124, 0.099

***

Version b
This record from the OMol25 dataset describes 7 unconnected molecules or ions with the total composition C4H23N2O6. The level of theory is ωB97M-V/def2-TZVPD.

Cartesian coordinates (Å):
C1 3.14 1.35 -2.19
C2 2.58 0.09 -1.53
C3 1.07 0.15 -1.31
C4 0.18 0.71 -2.13
N1 -1.18 0.69 -1.91
N2 0.59 -0.39 -0.02
H1 2.59 2.28 -2.03
H2 3.11 1.29 -3.28
H3 4.20 1.36 -1.93
H4 2.73 -0.82 -2.11
H5 3.02 -0.02 -0.54
H6 0.50 0.86 -3.16
H7 -1.47 0.99 -1.00
H8 -1.75 0.92 -2.71
H9 0.88 0.16 0.80
H10 -0.43 -0.42 -0.01
H11 0.88 -1.36 0.11
H12 1.05 2.30 2.51
H13 2.44 2.18 2.06
O1 1.55 2.22 1.69
H14 -1.07 1.70 3.30
H15 -0.90 0.09 3.24
O2 -0.65 0.95 2.88
H16 -1.20 -4.25 -1.66
H17 -0.37 -4.85 -0.38
O3 -0.65 -4.10 -0.90
H18 -3.20 -0.81 0.19
H19 -2.70 0.34 1.11
O4 -2.41 -0.37 0.53
H20 -1.42 2.52 1.14
H21 -2.81 3.00 1.23
O5 -2.23 2.55 0.60
H22 -0.94 -3.80 2.84
H23 -1.07 -3.41 1.32
O6 -0.57 -3.28 2.12

## Properties
- charge = +1
- multiplicity = 1
- molecular weight (Da) = 195.2
- Kohn-Sham gap (eV) = 8.69

Here are the Löwdin charges for atoms 1 to 8, given in e: -0.094, -0.194, -0.253, -0.119, 0.081, 0.246, 0.081, 0.078

***

Least stable: version a